Here is a structure of composition C41H40AlNO4STe from the OMol25 dataset. Energies are from the ωB97M-V functional and the def2-TZVPD basis.

XYZ file:
```
89
Properties=species:S:1:pos:R:3:forces:R:3
Al -0.685591 0.733482 0.337243 0.10 -0.03 -0.21
O -1.457022 -0.303270 -0.807823 -0.10 0.21 -0.01
C -1.912143 -1.078173 -1.867810 0.08 -0.09 0.05
C -1.316697 -0.554449 -3.204330 -0.01 -0.02 -0.02
C 0.185669 -0.492369 -3.207732 -0.01 0.00 -0.01
C 0.948475 -1.320012 -4.022302 0.01 0.02 -0.01
C 2.329629 -1.247470 -3.947568 -0.01 0.02 0.01
C 2.904179 -0.390415 -3.028095 -0.01 -0.01 0.00
C 2.073222 0.388254 -2.229277 0.00 0.01 0.01
C 2.624274 1.173596 -1.074258 0.02 -0.03 -0.01
C 2.332249 0.436051 0.272190 0.01 0.23 -0.06
O 0.994411 0.606807 0.610328 -0.10 -0.32 0.14
C 2.710444 -1.029895 0.072633 0.00 0.00 0.00
C 4.053167 -1.395847 0.008181 0.01 0.00 -0.03
C 4.415381 -2.694919 -0.309729 0.00 0.00 0.00
C 3.436548 -3.647159 -0.567872 -0.01 0.00 0.00
C 2.099027 -3.291683 -0.489783 0.01 0.00 0.01
C 1.740591 -1.989053 -0.166358 -0.02 -0.01 -0.01
C 3.151994 1.029843 1.423994 0.00 0.00 -0.01
C 3.244234 0.302007 2.608955 -0.02 0.02 -0.01
C 3.885062 0.825725 3.717842 0.00 0.02 0.01
C 4.449752 2.095470 3.662905 0.00 -0.01 0.01
C 4.370266 2.825449 2.489064 0.03 -0.01 -0.03
C 3.726987 2.292589 1.375421 0.01 0.00 0.00
N 0.747621 0.375852 -2.360042 0.00 0.00 0.03
C -1.559159 -2.548944 -1.612221 -0.04 0.00 0.01
C -1.303821 -3.458020 -2.633087 0.01 0.01 0.01
C -1.094014 -4.804146 -2.358214 0.00 -0.02 0.01
C -1.146350 -5.265656 -1.052767 0.01 0.00 -0.02
C -1.400652 -4.366370 -0.025463 0.01 0.02 0.01
C -1.602930 -3.023662 -0.303729 -0.01 -0.03 0.02
C -3.444802 -0.946139 -1.970973 -0.01 0.06 0.03
C -4.028854 0.284502 -1.682991 0.02 0.00 0.05
C -5.397171 0.472327 -1.784167 -0.03 -0.02 -0.02
C -6.215106 -0.576163 -2.181796 0.00 0.02 0.01
C -5.648088 -1.807522 -2.464415 0.03 -0.03 -0.01
C -4.274850 -1.993000 -2.356787 0.01 0.03 -0.07
H -1.739401 0.437097 -3.364973 0.00 0.03 0.00
H -1.677898 -1.162206 -4.033890 0.00 -0.01 0.01
H 0.464108 -2.005548 -4.704075 0.01 -0.01 -0.01
H 2.948302 -1.872304 -4.579077 0.00 0.00 0.00
H 3.976841 -0.345834 -2.897052 0.00 0.00 0.00
H 2.158952 2.160260 -1.025890 -0.01 0.00 0.00
H 3.701887 1.293891 -1.196515 0.00 0.00 0.01
H 4.822584 -0.658262 0.209282 0.00 0.00 0.00
H 5.462885 -2.965862 -0.354582 0.00 0.00 0.00
H 3.717575 -4.661640 -0.820961 0.00 0.00 0.00
H 1.323343 -4.020951 -0.685302 -0.01 -0.01 0.00
H 0.696089 -1.716956 -0.121823 0.00 0.01 0.00
H 2.794900 -0.682765 2.656635 0.00 0.00 0.01
H 3.942707 0.245917 4.630373 0.00 0.00 0.00
H 4.951148 2.507367 4.529185 0.00 0.00 0.00
H 4.812217 3.812420 2.432138 0.00 0.00 0.00
H 3.678831 2.882772 0.469381 0.00 0.00 -0.01
H -1.286163 -3.134747 -3.664569 0.00 -0.01 0.00
H -0.897049 -5.491625 -3.171263 0.00 0.00 0.00
H -0.988979 -6.314625 -0.836700 0.00 0.00 0.00
H -1.444184 -4.709592 1.000502 0.00 0.00 0.00
H -1.809641 -2.334126 0.504853 0.00 0.01 0.00
H -3.402307 1.092306 -1.332409 0.00 0.01 0.00
H -5.828162 1.434485 -1.537188 0.00 0.00 0.00
H -7.285746 -0.436389 -2.256470 0.00 0.00 0.00
H -6.275300 -2.638953 -2.760252 0.00 0.00 0.00
H -3.858917 -2.968843 -2.566676 0.02 -0.02 0.00
C -1.289736 2.817631 -1.767620 0.01 -0.02 0.00
O -0.842913 2.579216 -0.423663 0.06 0.07 0.00
C -0.951628 3.775734 0.376314 0.00 -0.01 0.00
C 0.038289 3.711662 1.502672 -0.04 0.01 0.04
O -0.228554 2.531161 2.196879 0.05 -0.05 -0.04
C 0.640247 2.323040 3.305325 -0.07 -0.01 -0.03
H -0.723918 3.654968 -2.177347 0.01 -0.01 -0.01
H -2.355541 3.049910 -1.770403 -0.01 -0.02 -0.01
H -1.066014 1.923667 -2.328416 -0.02 -0.05 -0.04
H -1.978797 3.854365 0.740291 0.02 -0.04 0.04
H -0.722081 4.624879 -0.269050 -0.05 0.02 0.01
H -0.097629 4.593471 2.143698 0.03 0.02 -0.02
H 1.067777 3.713877 1.118807 -0.01 -0.01 -0.01
H 0.285529 2.902624 4.161737 0.00 0.02 0.01
H 1.663325 2.605732 3.050093 -0.02 -0.01 0.03
H 0.611926 1.264858 3.544867 -0.02 -0.01 0.00
Te -2.734791 0.281936 1.876054 0.12 0.10 0.03
C -2.411244 1.168089 3.755124 -0.01 -0.02 0.04
C -2.695992 2.439565 4.164070 0.00 -0.01 0.01
C -2.365214 2.681300 5.526793 0.01 0.00 -0.01
C -1.836013 1.583540 6.135843 -0.01 -0.01 0.01
S -1.750505 0.261637 5.053142 -0.01 0.01 0.02
H -3.124318 3.181003 3.503966 -0.02 0.00 0.00
H -2.519591 3.625054 6.030931 0.00 0.00 0.00
H -1.507170 1.488172 7.158044 0.00 -0.01 0.01
```
Positions in Å, forces in eV/Å.

- Frontier orbital gap: 7.82 eV
- M: 797.42 g/mol
- Calculated total energy: -2850.85383 hartree
- ΔE to the lowest compared entry with this formula, charge and spin: 46.7 kJ/mol